No. 1
111
Properties=species:S:1:pos:R:3 method="wB97M-V/def2-TZVPD" gap_ev=3.82 spin_multiplicity=1 total_energy_ha=-2399.5993 molar_mass_da=775.03 total_charge=+1 e_lumo_ha=-0.1517 e_homo_ev=-7.95
C -6.39963 2.16995 2.79141
C -6.49556 0.89513 3.61028
N -5.34463 0.03024 3.46650
C -5.57646 -1.31670 3.94911
C -4.46356 -2.27641 3.57049
C -3.11675 -1.68128 3.96549
C -2.95035 -0.31988 3.36845
C -4.09602 0.51612 3.22284
C -3.91462 1.87179 2.80930
C -2.71189 2.24548 2.25171
C -1.57479 1.37354 2.24849
C -0.38017 1.77843 1.60980
C 0.91827 1.33945 2.02640
C 1.91504 2.25443 2.48078
C 3.15049 1.82909 2.93605
C 3.44874 0.43358 2.94438
N 4.69129 -0.00585 3.30243
C 5.80653 0.91725 3.35615
C 5.41638 2.22043 4.02791
C 4.16768 2.83129 3.39083
C 5.07362 -1.38523 3.07230
C 3.93979 -2.33292 3.41622
C 2.68486 -1.97119 2.62989
C 2.44953 -0.49891 2.54291
C 1.24775 -0.03833 2.03810
C -1.71656 0.14456 2.95961
C -5.04192 2.84101 2.96640
H -6.55749 1.93599 1.73268
H -7.19617 2.84738 3.10907
H -6.62206 1.15611 4.67640
H -7.38021 0.31641 3.31577
H -5.68705 -1.29343 5.04833
H -6.53836 -1.65144 3.53774
H -4.63043 -3.22829 4.08046
H -4.49143 -2.46338 2.48907
H -3.06406 -1.61604 5.06503
H -2.30297 -2.33771 3.64049
H -2.61322 3.24026 1.80515
H -0.42774 2.73551 1.08945
H 1.67087 3.32091 2.51121
H 6.61721 0.41968 3.90049
H 6.17168 1.12783 2.33444
H 5.23430 2.03991 5.09286
H 6.25168 2.92052 3.94738
H 4.47071 3.44513 2.52776
H 3.70223 3.52008 4.10830
H 5.36084 -1.52142 2.01336
H 5.95864 -1.58333 3.68747
H 4.24620 -3.35395 3.18069
H 3.72884 -2.27882 4.49029
H 2.75173 -2.38325 1.61077
H 1.81542 -2.45034 3.09786
H 0.52375 -0.74984 1.63552
H -0.83683 -0.46225 3.16443
H -4.92602 3.65317 2.24270
H -4.99862 3.29243 3.97163
C -2.34735 1.11688 -0.97067
O -0.97508 0.67143 -1.10067
C -0.67064 -0.47155 -1.72349
C -1.68881 -1.52993 -1.82764
C -2.22107 -1.87827 -3.08435
C -3.09995 -2.95301 -3.19836
C -3.51368 -3.64463 -2.05755
C -3.06082 -3.24215 -0.79725
C -2.18257 -2.16757 -0.67054
C 0.48790 -0.52962 -2.51820
N 0.84760 -1.57037 -3.33779
C 0.58825 -2.94815 -3.34711
C 0.66760 -3.58116 -4.59196
C 0.27351 -4.91596 -4.69750
C -0.09389 -5.62003 -3.54237
C -0.01017 -5.01089 -2.28225
C 0.38337 -3.67901 -2.17521
N 1.72994 -1.17495 -4.30738
C 1.99832 0.08236 -4.06126
C 3.00341 0.81233 -4.82022
C 3.71835 1.92328 -4.32023
C 4.67352 2.54801 -5.12162
C 4.92287 2.07977 -6.42028
C 4.26044 0.93819 -6.89825
C 3.32208 0.29511 -6.09481
N 1.25604 0.55122 -2.97420
C 0.96047 1.92043 -2.76519
C 1.03945 2.43392 -1.48041
C 0.69746 3.76780 -1.25212
C 0.30383 4.57231 -2.32691
C 0.24547 4.04972 -3.62136
C 0.56552 2.70518 -3.84162
H -2.27392 2.15285 -0.63401
H -2.86204 1.06047 -1.94026
H -2.86393 0.49897 -0.22393
H -1.91876 -1.29610 -3.95821
H -3.45415 -3.24868 -4.18766
H -4.19289 -4.49435 -2.15418
H -3.38820 -3.77443 0.09889
H -1.81373 -1.83738 0.30448
H 1.00686 -3.00837 -5.45594
H 0.25483 -5.39117 -5.67997
H -0.43354 -6.65556 -3.61550
H -0.25747 -5.57561 -1.38171
H 0.51153 -3.17807 -1.21539
H 3.50985 2.28366 -3.31116
H 5.21912 3.40873 -4.72880
H 5.64095 2.60235 -7.05514
H 4.47249 0.54866 -7.89529
H 2.80165 -0.60244 -6.42995
H 1.35484 1.77777 -0.66999
H 0.74671 4.16545 -0.23849
H 0.03890 5.61684 -2.15007
H -0.05504 4.66674 -4.46826
H 0.51609 2.26604 -4.84178

=====

No. 2
16
Properties=species:S:1:pos:R:3 method="wB97M-V/def2-TZVPD" gap_ev=9.72 spin_multiplicity=1 total_energy_ha=-288.6385 molar_mass_da=95.14 e_lumo_ha=0.0401 e_homo_ev=-8.62
C 0.08912 0.00461 -1.41373
C 1.49944 0.00320 -0.83019
C 1.48064 0.32587 0.42063
C 0.14813 0.19175 1.24002
C -0.74135 -0.92646 0.73915
C -1.08274 0.13648 -0.35848
H -0.06833 -1.02422 -1.75813
H 0.00112 0.72332 -2.23850
H 2.44218 0.41743 -1.42247
H 2.37864 0.58422 1.00284
H 0.28977 0.19880 2.24905
H -0.29381 -1.91231 0.34126
H -1.53001 -1.30710 1.39259
H -1.86042 0.36918 -1.15642
H -1.82072 1.08115 1.07383
N -0.93167 1.13408 0.71856

=====

No. 3
44
Properties=species:S:1:pos:R:3 method="wB97M-V/def2-TZVPD" gap_ev=6.64 spin_multiplicity=1 total_energy_ha=-1407.6702 molar_mass_da=456.78 total_charge=+3 e_lumo_ha=-0.4636 e_homo_ev=-19.25
Hf -0.37240 -0.27376 1.01605
P -0.27523 2.15530 1.81886
C -1.23721 2.39110 0.26025
C -0.44579 1.92852 -0.92972
N 0.14580 0.68272 -0.83234
C 0.74704 0.15947 -1.95885
C 0.87447 0.91552 -3.09939
C 0.29015 2.16171 -3.20081
C -0.41127 2.62888 -2.11328
C 1.30756 -1.27297 -1.93597
P 0.63096 -2.45840 -0.79904
H -0.94498 3.57367 -2.09525
H 1.47585 0.46633 -3.90506
H 0.38896 2.75672 -4.09120
H 1.11401 -1.76431 -2.92522
H 2.40902 -1.24303 -1.70278
H -2.18864 1.66773 0.36268
H -1.48828 3.45553 0.23220
H -3.21883 -4.07642 1.81224
O -2.38024 0.22715 0.68589
H -3.09586 -0.40328 0.40931
H -0.41172 -1.49445 -0.28503
O -2.29712 -3.89731 1.68139
H -2.18571 -2.95477 1.86058
C -0.54991 -3.49308 -1.69188
H -0.06282 -3.83889 -2.61339
H -0.84957 -4.33540 -1.05292
H -1.44716 -2.90665 -1.92848
C 1.94720 -3.55229 -0.22555
H 1.65761 -4.09926 0.68422
H 2.12125 -4.27050 -1.04162
H 2.84461 -2.94354 -0.04936
C 0.88406 3.51713 1.70246
H 0.28646 4.43057 1.82499
H 1.64345 3.41305 2.48820
H 1.36307 3.49526 0.71533
C -1.45189 2.52269 3.13579
H -0.97729 2.29176 4.09759
H -1.69253 3.58985 3.06738
H -2.35067 1.90121 3.02502
C 1.74556 -0.28102 1.77241
H 2.46745 0.24691 1.11708
H 2.19730 -1.27567 1.96272
H 1.79324 0.25624 2.74449